[1]
Density functional theory data (ωB97M-V with the def2-TZVPD basis set) for a structure of composition C9H4AlCeCl2N2O3 at a distorted geometry.

Last column: natural (NBO) charge in e.
Positions of all 22 atoms, in Å:
Ce 3.830137 -3.250761 -1.148589  2.15
Al 0.235276 -0.366037 0.393906  1.87
Cl 2.395919 -3.234196 0.956653  -0.48
Cl 0.752620 -1.482367 -1.397462  -0.47
C 1.683875 1.209343 0.432567  0.45
C 5.229632 -5.415977 -0.545111  0.36
C 6.333419 -3.944639 -1.691698  0.34
O 2.503681 2.011353 0.220292  -0.18
O 5.864236 -6.336340 -0.207904  -0.20
O 7.438142 -4.051787 -2.087007  -0.18
N -5.910165 3.977593 0.539633  -0.02
C -4.921270 3.350555 0.475500  0.15
C -3.717900 2.541615 0.469661  0.04
C -3.281531 2.009579 -0.739751  -0.16
C -2.112192 1.239333 -0.765615  0.06
N -1.475612 0.849877 0.383478  -0.70
C -1.847951 1.474034 1.534904  0.05
C -2.961168 2.303403 1.610507  -0.16
H -3.845918 2.125044 -1.678025  0.31
H -1.626848 0.948922 -1.707571  0.24
H -1.235126 1.325361 2.408793  0.23
H -3.331257 2.716093 2.542839  0.31

Cartesian forces, eV/Å:
Ce -0.937 -0.401 0.779
Al -2.282 1.562 -2.150
Cl 0.940 0.100 -0.797
Cl -0.306 0.811 1.319
C 4.956 4.424 -1.032
C 2.358 -6.460 2.974
C 8.169 0.987 -3.670
O -4.891 -4.567 1.329
O -3.292 4.973 -1.892
O -6.789 0.338 2.588
N 2.263 -1.396 -0.235
C -1.526 0.843 0.571
C -0.942 0.442 -0.639
C 1.011 -0.999 -0.922
C -0.407 -0.333 -0.540
N 2.045 -0.061 0.121
C -0.914 0.360 0.593
C 0.323 -0.447 0.318
H 0.451 0.273 0.475
H -0.659 -0.178 0.346
H -0.085 -0.268 0.308
H 0.512 -0.004 0.155

Electronic energy (eV): -63044.5860
Gap between HOMO and LUMO (alpha / beta) (Ha): 0.165 / 0.165
HOMO level (alpha / beta) (eV): -21.21 / -21.21
Spin multiplicity: 2
Net charge: +4
Energy above the lowest of the compared OMol25 structures with the same formula, charge and spin (eV): 1.313



[2]
Density functional theory data (ωB97M-V with the def2-TZVPD basis set) for a structure of composition C9H4F6N2O11S4W at a distorted geometry.

Last column: natural (NBO) charge in e.
Positions of all 37 atoms, in Å:
W -0.136500 -0.162300 0.015300  2.45
F 5.022900 1.199400 -0.860800  -0.26
C 4.705200 -0.048200 -1.085700  0.86
F 5.702000 -0.843000 -0.815600  -0.25
F 4.299500 -0.209100 -2.323000  -0.27
S 3.210100 -0.490200 0.048300  2.15
O 1.949400 -0.213200 -0.737800  -0.96
O 3.250600 0.197900 1.274000  -0.83
N 3.225300 -2.087400 0.189000  -1.10
S 1.819300 -2.672500 0.423900  2.24
O 1.703400 -3.940000 0.992300  -0.75
O 0.900100 -1.583100 0.938900  -0.87
C 1.126600 -2.871700 -1.421900  0.77
F 2.121800 -3.030400 -2.252500  -0.25
F 0.234900 -3.808800 -1.565600  -0.25
F 0.457000 -1.670000 -1.904100  -0.34
O 0.874600 1.096000 1.156700  -0.82
S 0.916800 2.188700 0.133900  2.37
O 2.185600 2.708300 -0.167900  -0.77
O 0.238300 1.434600 -1.003300  -0.81
C -0.338700 3.391600 0.485800  -0.27
C 0.039600 4.720100 0.626700  -0.14
C -0.927100 5.713400 0.755100  -0.14
C -2.271900 5.377800 0.715100  -0.12
C -2.653600 4.046700 0.571100  -0.12
C -1.696500 3.044800 0.452400  -0.37
S -2.336200 1.363700 0.406800  2.37
O -3.702100 1.362900 0.729500  -0.77
O -1.414000 0.588900 1.351100  -0.82
O -1.949300 0.660100 -0.861200  -0.84
H 1.093200 4.956800 0.619600  0.27
H -0.619900 6.740900 0.881700  0.27
H -3.027300 6.147300 0.791100  0.27
H -3.697400 3.768300 0.552600  0.28
O -3.330200 -2.991700 -0.101800  -0.32
C -2.381500 -2.358100 -0.088600  0.94
N -1.350400 -1.715100 -0.086700  -0.78

Cartesian forces, eV/Å:
W -1.676 -4.807 -0.604
F -0.361 -0.067 0.304
C 0.249 0.006 -0.618
F -0.307 -0.142 0.345
F -0.215 -0.091 -0.038
S -0.036 -0.887 0.321
O -0.060 0.837 -0.900
O 0.854 0.477 0.569
N 0.207 0.147 0.348
S 0.655 -0.706 -3.064
O -0.101 -0.350 0.722
O -1.344 0.844 1.136
C -0.327 0.547 -0.946
F -0.091 -0.053 0.614
F 0.329 -0.021 0.595
F 0.300 -0.369 0.813
O 0.197 -0.355 1.399
S 1.147 3.825 -0.050
O -0.295 0.177 0.275
O -0.498 -0.282 -1.241
C 0.608 0.035 -0.134
C 0.296 -0.531 -0.039
C -0.301 -0.125 0.055
C 0.421 0.136 -0.057
C 0.064 -0.635 -0.087
C -0.751 -0.282 0.194
S -1.561 1.571 -0.428
O 0.183 -0.105 0.054
O 0.751 -0.510 0.372
O 0.435 -0.369 -0.016
H 0.094 0.144 -0.002
H 0.022 0.046 -0.026
H -0.037 -0.022 0.028
H -0.081 0.059 0.057
O -0.189 -0.137 0.020
C -0.598 -0.230 -0.029
N 2.018 2.224 0.054

Electronic energy (eV): -96348.7262
Gap between HOMO and LUMO (Ha): 0.217
HOMO level (eV): -17.53
Net charge: +2
Energy above the lowest of the compared OMol25 structures with the same formula, charge and spin (eV): 3.602



[3]
Density functional theory data (ωB97M-V with the def2-TZVPD basis set) for a structure of composition C9H50NO17Pd at a distorted geometry.

Last column: Mulliken spin population.
Positions of all 78 atoms, in Å:
Pd 14.058711 1.310865 43.036874  0.95
C 13.221794 -4.094440 41.964552  0.04
C 13.248749 -2.834348 40.980168  -0.05
C 12.664479 -3.368548 39.633954  0.05
C 11.135763 -3.465293 39.529392  -0.03
C 10.695901 -2.107738 39.751266  0.04
C 11.044200 -1.460821 41.091294  -0.01
N 12.527757 -1.583090 41.357338  0.49
O 13.051978 -0.773067 42.372134  0.46
C 10.106032 -2.114984 42.145353  0.02
C 10.620898 0.011400 40.871163  -0.02
C 14.667945 -2.493797 40.667762  0.00
H 13.650138 -5.013785 41.565258  0.00
H 12.248180 -4.443784 42.308272  0.00
H 13.693395 -3.704965 42.866779  0.00
H 13.014898 -4.396440 39.540475  0.00
H 13.103857 -2.771447 38.834875  -0.01
H 10.638657 -4.188555 40.175834  0.00
H 10.790849 -3.628044 38.508284  0.00
H 9.609508 -2.127785 39.664986  0.00
H 10.744928 -1.418349 38.908385  -0.01
H 10.080239 -1.547329 43.075512  0.00
H 10.444136 -3.071028 42.545063  0.00
H 9.108316 -2.290763 41.743142  0.00
H 9.611183 0.178060 40.495931  0.00
H 11.312298 0.513460 40.194397  0.01
H 10.709143 0.593984 41.788182  0.00
H 14.685902 -1.575976 40.080070  0.00
H 15.205216 -3.289013 40.150984  0.00
H 15.289932 -2.364360 41.553473  0.00
O 10.977807 -0.699353 46.235772  0.00
H 11.412221 -0.711185 47.088635  0.00
H 11.531308 -1.244861 45.676925  0.00
O 14.192940 0.764516 38.915124  0.00
H 13.932418 0.177752 39.625094  0.00
H 14.454859 0.179527 38.204202  0.00
O 11.413744 0.359134 36.937447  0.00
H 10.784035 0.597108 36.256966  0.00
H 11.923914 -0.353997 36.553527  0.00
O 15.647193 0.951323 41.525872  0.03
H 15.853786 1.407762 40.710262  0.00
H 15.955069 0.056085 41.384504  0.00
O 10.858548 -5.445784 36.938229  0.00
H 10.207440 -4.940124 37.424642  0.00
H 11.019994 -6.216160 37.482931  0.00
O 9.536171 4.058994 42.665759  0.00
H 9.336327 3.166890 42.382154  0.00
H 10.312717 4.302699 42.161958  0.00
O 10.346830 2.970452 38.325026  0.00
H 10.357512 3.494743 37.524249  0.00
H 10.808975 2.165520 38.091047  0.00
O 6.971377 -1.321822 39.452687  0.00
H 7.623140 -1.260831 38.754319  0.00
H 6.253924 -0.759221 39.161181  0.00
O 8.332958 -0.411127 44.670562  0.00
H 9.163467 -0.274162 45.126328  0.00
H 8.583097 -0.764884 43.817034  0.00
O 8.984458 -6.954293 38.977444  0.00
H 9.914090 -6.821880 39.163160  0.00
H 8.543334 -6.747868 39.801477  0.00
O 12.510184 -2.461413 44.924128  0.00
H 12.667182 -2.438787 43.980156  0.00
H 13.381293 -2.388508 45.314110  0.00
O 16.933181 -4.625493 40.760655  0.00
H 16.205613 -4.256455 40.259962  0.00
H 17.717288 -4.328881 40.298677  0.00
O 13.976828 -6.996294 39.117371  0.00
H 14.838657 -6.930447 38.706101  0.00
H 13.358127 -6.930022 38.390007  0.00
O 13.140089 2.179194 41.227530  0.03
H 13.361200 1.882448 40.344766  0.00
H 12.687902 3.012293 41.094431  0.00
O 16.843625 -6.052656 38.257292  0.00
H 16.487514 -5.238039 38.612009  0.00
H 17.415771 -5.773307 37.542562  0.00
O 10.180128 -6.628941 42.142332  0.00
H 10.580807 -6.446731 42.992316  0.00
H 10.892751 -6.986781 41.612854  0.00

Cartesian forces, eV/Å:
Pd -0.159 0.100 0.006
C -0.642 1.820 0.813
C -1.091 -2.156 -0.930
C -0.313 -1.279 0.137
C 1.348 0.166 -0.941
C -2.658 1.765 0.221
C -1.451 0.520 -0.826
N 0.179 1.625 3.066
O -1.550 -3.169 -3.149
C 1.102 -0.172 0.984
C 1.141 0.684 1.030
C 1.122 0.520 0.677
H 0.714 0.530 -0.222
H -0.448 0.523 -0.360
H 0.541 -0.743 0.125
H 0.674 0.126 -0.153
H -0.373 0.025 -0.325
H 0.339 -0.066 0.240
H 0.626 -0.660 0.052
H -0.516 -0.023 0.962
H 1.639 0.060 -0.243
H -0.126 0.439 -0.224
H 0.239 -0.331 -0.528
H 0.082 0.375 -0.007
H -0.019 -0.641 -0.002
H -0.014 -0.203 -0.317
H -0.100 -0.115 0.246
H 0.270 -0.141 -0.180
H -1.037 0.506 -0.409
H -0.151 0.277 0.250
O -0.417 0.720 0.141
H -0.121 0.079 0.287
H 0.213 -0.491 -0.324
O 0.125 0.353 0.281
H -0.209 -0.456 0.247
H 0.009 0.003 -0.395
O -0.005 0.134 0.358
H -0.247 0.058 -0.270
H 0.146 -0.186 -0.119
O 0.441 -0.261 0.200
H -0.097 0.469 -0.301
H 0.102 -0.392 0.143
O 0.466 0.172 -0.283
H -0.387 -0.185 -0.002
H -0.143 -0.258 -0.080
O 0.097 0.066 0.195
H -0.215 -0.257 -0.047
H 0.077 0.201 -0.167
O -0.043 0.052 0.363
H -0.033 0.242 -0.167
H 0.220 -0.387 -0.123
O 0.250 -0.149 0.255
H 0.091 0.019 -0.245
H -0.282 0.148 -0.014
O -0.341 0.106 -0.199
H 0.404 -0.010 0.492
H -0.163 -0.033 -0.129
O 0.030 0.095 -0.398
H 0.122 -0.082 0.250
H -0.166 0.002 0.366
O -0.012 -0.240 0.019
H -0.025 0.186 -0.357
H 0.309 -0.090 0.209
O 0.019 -0.041 0.318
H 0.183 -0.264 0.176
H 0.426 -0.063 -0.046
O -0.384 0.253 0.421
H 0.570 -0.091 -0.188
H -0.081 -0.060 -0.261
O -0.301 0.394 0.140
H 0.223 -0.161 -0.500
H -0.224 0.334 0.137
O -0.221 -0.196 -0.100
H 0.017 0.008 0.111
H 0.158 -0.100 -0.344
O -0.188 0.286 -0.290
H 0.008 -0.020 0.334
H 0.232 -0.271 -0.084

Electronic energy (eV): -49910.8380
Gap between HOMO and LUMO (alpha / beta) (Ha): 0.323 / 0.304
HOMO level (alpha / beta) (eV): -12.62 / -12.67
Spin multiplicity: 3
Net charge: +1
Energy above the lowest of the compared OMol25 structures with the same formula, charge and spin (eV): 3.197



[4]
Density functional theory data (ωB97M-V with the def2-TZVPD basis set) for a cluster of 20 separate species, C9H56NO20 in total at a distorted geometry.

Last column: Mulliken charge in e.
Positions of all 86 atoms, in Å:
C 40.965174 -17.231964 -21.696252  -1.88
C 39.727090 -18.022551 -21.263200  1.49
C 40.163066 -19.336258 -20.533250  -0.93
C 40.744803 -19.090957 -19.136804  -0.78
C 39.669966 -18.339041 -18.341870  -1.26
C 39.218064 -16.969732 -18.984748  1.53
N 38.868794 -17.169712 -20.378042  0.61
O 38.224851 -16.043766 -21.060176  -0.91
C 40.382644 -15.921606 -18.680433  -1.79
C 38.049474 -16.507403 -18.102046  -1.68
C 38.816735 -18.507142 -22.461748  -1.68
H 41.550445 -17.104410 -20.785598  0.34
H 40.694858 -16.261301 -22.111983  0.31
H 41.492272 -17.769315 -22.484616  0.44
H 41.037307 -19.758227 -21.028969  0.38
H 39.300421 -19.976561 -20.348984  0.35
H 41.599499 -18.414880 -19.113794  0.31
H 41.010550 -20.026933 -18.645457  0.35
H 40.198667 -18.049617 -17.433682  0.44
H 38.850163 -19.030507 -18.147215  0.39
H 40.163809 -15.031674 -19.270557  0.32
H 41.401116 -16.230295 -18.916070  0.27
H 40.445951 -15.561416 -17.653625  0.46
H 37.690188 -15.531713 -18.429229  0.26
H 38.259766 -16.465386 -17.033355  0.41
H 37.263125 -17.262228 -18.101721  0.30
H 37.797971 -18.712594 -22.133130  0.24
H 39.148388 -19.450846 -22.894794  0.43
H 38.862066 -17.887014 -23.357008  0.34
O 35.893736 -20.130261 -12.982557  -0.64
H 36.507071 -20.090400 -13.716350  0.32
H 35.133977 -20.597522 -13.329925  0.32
O 41.663682 -23.093311 -23.907315  -0.63
H 41.857095 -22.175147 -23.718141  0.32
H 42.283412 -23.585066 -23.368463  0.31
O 32.776031 -20.000599 -22.500293  -0.65
H 32.883693 -19.326828 -23.171614  0.31
H 33.601972 -19.991598 -22.016603  0.33
O 32.852507 -18.624225 -14.959942  -0.64
H 32.960229 -18.378940 -15.878891  0.31
H 33.007264 -17.813368 -14.475389  0.32
O 40.191459 -10.732279 -15.363074  -0.61
H 39.676194 -10.139789 -15.910494  0.31
H 39.539733 -11.248114 -14.888294  0.31
O 36.429853 -23.121373 -19.116850  -0.63
H 36.326243 -23.483984 -18.237068  0.30
H 36.122980 -22.217822 -19.041682  0.31
O 44.084584 -12.623199 -15.039492  -0.64
H 43.417875 -11.994346 -15.315701  0.32
H 44.862864 -12.384504 -15.543022  0.32
O 39.375378 -12.026707 -22.145207  -0.67
H 39.005313 -12.792464 -21.706004  0.33
H 39.305801 -12.228295 -23.078347  0.31
O 36.337555 -11.124708 -19.851628  -0.65
H 36.698191 -11.795139 -19.271373  0.32
H 36.773543 -11.273707 -20.690642  0.33
O 45.239418 -16.658387 -16.848795  -0.63
H 44.375131 -16.396864 -16.531235  0.32
H 45.854355 -16.194066 -16.280909  0.31
O 37.579574 -13.943482 -25.214572  -0.65
H 36.629235 -13.829380 -25.206011  0.31
H 37.765900 -14.463574 -24.432899  0.34
O 32.887389 -16.555653 -19.070038  -0.61
H 32.045449 -16.117266 -19.193235  0.29
H 33.478446 -16.116360 -19.681513  0.32
O 41.846533 -10.040830 -18.963086  -0.63
H 41.661274 -10.909869 -19.319029  0.32
H 40.984379 -9.668769 -18.777380  0.30
O 33.573153 -15.660012 -12.946677  -0.61
H 34.351199 -15.132717 -13.127893  0.31
H 33.259401 -15.341796 -12.100196  0.31
O 45.437029 -21.995820 -22.613035  -0.62
H 46.237179 -22.440054 -22.893457  0.31
H 45.623413 -21.706886 -21.719712  0.32
O 45.138517 -14.590943 -21.029183  -0.64
H 44.887847 -15.049418 -20.227184  0.32
H 44.880911 -13.681809 -20.876416  0.31
O 40.446697 -24.673143 -17.151693  -0.64
H 40.164586 -25.272586 -17.842576  0.32
H 41.122060 -24.133748 -17.562989  0.32
O 44.794897 -19.204357 -25.481566  -0.64
H 44.829468 -19.936517 -24.865969  0.32
H 45.081355 -18.447390 -24.970512  0.32
O 35.613088 -19.681809 -19.657764  -0.68
H 35.018462 -18.932835 -19.616533  0.28
H 36.483626 -19.292749 -19.741621  0.39

Cartesian forces, eV/Å:
C -0.446 -0.382 -0.247
C -1.274 0.111 0.117
C 1.093 1.295 0.988
C -1.371 1.250 0.017
C 1.078 0.437 -0.208
C 1.465 -0.627 1.037
N -1.486 -0.277 -0.281
O 1.311 -1.001 0.902
C -0.334 0.296 -0.566
C -0.538 -0.157 -0.393
C 0.845 0.001 -0.039
H 0.438 0.119 -0.445
H -0.234 0.033 0.254
H 0.417 -0.124 0.112
H -0.648 -0.622 -0.960
H 0.099 -0.370 -0.660
H 0.406 -0.319 -0.413
H 0.067 -0.053 0.021
H -0.589 -0.093 0.644
H -0.332 0.257 0.138
H 0.019 0.027 -0.279
H -0.072 -0.295 -0.278
H -0.393 -0.299 0.329
H -0.228 -0.143 -0.094
H 0.787 0.219 0.014
H -0.405 0.109 -0.626
H -0.007 0.517 0.057
H 0.514 -0.440 0.413
H -0.404 0.686 0.393
O 0.110 0.010 0.312
H 0.151 0.057 -0.197
H -0.276 -0.015 -0.124
O -0.151 -0.180 -0.178
H 0.005 0.288 0.045
H 0.168 -0.089 0.130
O -0.295 -0.103 -0.025
H 0.040 0.149 -0.157
H 0.317 -0.061 0.222
O -0.104 -0.304 0.077
H 0.043 0.045 -0.294
H 0.108 0.298 0.262
O 0.260 0.018 0.060
H -0.087 0.148 -0.168
H -0.134 -0.190 0.119
O 0.097 -0.273 -0.128
H 0.011 -0.086 0.197
H -0.132 0.470 -0.115
O 0.089 -0.229 0.192
H -0.311 0.171 -0.086
H 0.178 0.057 -0.129
O -0.010 0.473 0.183
H -0.032 -0.570 0.165
H -0.025 -0.103 -0.273
O -0.213 0.268 0.152
H 0.077 -0.248 0.102
H 0.201 -0.048 -0.284
O 0.124 -0.147 -0.217
H -0.302 0.068 0.059
H 0.148 0.114 0.134
O 0.151 0.246 -0.228
H -0.206 0.015 0.018
H 0.112 -0.320 0.348
O 0.014 -0.210 0.191
H -0.222 0.056 -0.016
H 0.295 0.121 -0.154
O 0.279 0.165 0.130
H -0.081 -0.260 -0.163
H -0.197 0.075 -0.016
O -0.144 -0.159 -0.163
H 0.238 0.073 -0.121
H -0.122 0.008 0.209
O -0.217 0.026 -0.180
H 0.189 -0.126 -0.127
H -0.020 0.140 0.258
O 0.218 -0.038 -0.188
H -0.103 -0.207 0.215
H -0.108 0.217 -0.016
O -0.012 -0.075 0.276
H -0.138 -0.118 -0.182
H 0.129 0.206 -0.090
O 0.017 -0.015 -0.289
H -0.027 -0.254 0.215
H 0.013 0.230 0.128
O -0.260 -0.525 0.027
H -0.149 0.242 0.082
H 0.517 0.342 -0.148

Electronic energy (eV): -52679.9222
Gap between HOMO and LUMO (Ha): 0.157
HOMO level (eV): -2.57
Net charge: -1
Energy above the lowest of the compared OMol25 structures with the same formula, charge and spin (eV): 4.785